Here is the molecule C6H11NO in a non-equilibrium geometry from the Open Molecules 2025 dataset. Energies are from ωB97M-V/def2-TZVPD.

Positions of all 19 atoms, in Å:
C1 -1.65032 -0.12904 0.11477
C2 -0.89591 -1.31107 -0.36345
C3 0.18780 -1.35569 -1.11918
C4 0.90348 -0.16422 -1.70165
C5 1.51739 0.72045 -0.89325
C6 1.57166 0.55645 0.61123
H1 -2.33608 0.68499 1.85012
H2 -0.81470 -0.06152 2.06594
H3 -1.23309 0.80192 -0.36439
H4 -2.67426 -0.24621 -0.32592
H5 -1.30753 -2.27661 -0.13047
H6 0.55077 -2.35752 -1.36114
H7 0.97097 -0.08533 -2.78371
H8 2.10863 1.55645 -1.30865
H9 1.12853 -0.34934 0.97576
H10 2.64053 0.55242 0.97494
H11 0.09184 1.84132 0.90256
N1 -1.77292 -0.12959 1.60335
O1 1.01320 1.75215 1.25315

Computed properties:
* spin multiplicity: 1
* orbital gap: 10.18 eV
* relative energy (zero: lowest compared OMol25 entry of this formula, charge and spin): 2.351 eV
* HOMO level: -0.3372 Eh
* SMILES: NC/C=C\C=C/CO